Model one:
ORCA calculation (ωB97M-V with the def2-TZVPD basis set) on a cluster of 2 separate species, C5H12N2O2 in total.

Last column: natural (NBO) charge in e.
Geometry (Å):
C 2.195 1.733 0.164  -0.520
C 1.180 2.294 -0.906  -0.604
C 2.015 0.230 0.208  0.682
O 0.959 -0.351 0.088  -0.624
N 3.163 -0.491 0.451  -0.830
H 3.173 1.999 -0.218  0.213
H 2.015 2.263 1.096  0.239
H 0.642 1.492 -1.394  0.234
H 3.116 -1.504 0.487  0.403
H 4.018 -0.031 0.706  0.390
H 1.670 2.922 -1.647  0.204
H 0.487 3.005 -0.443  0.211
C -2.412 -1.938 -0.787  -0.724
C -3.096 -0.977 0.126  0.689
O -3.878 -0.104 -0.139  -0.586
N -2.949 -1.398 1.471  -0.856
H -2.302 -1.553 -1.802  0.232
H -3.058 -2.801 -0.962  0.240
H -3.460 -0.843 2.141  0.386
H -2.043 -1.697 1.802  0.385
H -1.433 -2.252 -0.442  0.233

## Properties
Kohn-Sham gap = 10.320 eV
HOMO energy = -9.56 eV

=====

Model two:
ORCA calculation (ωB97M-V with the def2-TZVPD basis set) on a cluster of 2 separate species, C5H12N2O2 in total.

Last column: natural (NBO) charge in e.
Geometry (Å):
C 1.446 0.119 -0.691  -0.600
C -0.449 1.711 -1.346  -0.597
C -0.651 -1.564 2.319  -0.532
C 0.065 0.659 -0.364  -0.307
C -0.938 -0.361 -0.115  0.389
N -1.022 -1.336 -0.972  -0.777
N -2.134 -0.205 0.635  0.433
O -2.990 -1.056 0.446  -0.478
O -2.179 0.759 1.412  -0.448
H 2.158 0.906 -1.007  0.225
H 1.512 -0.710 -1.430  0.201
H 1.711 -0.423 0.155  0.218
H -0.723 1.418 -2.305  0.200
H 0.207 2.459 -1.604  0.216
H -1.360 2.046 -0.850  0.224
H -1.585 -1.984 2.225  0.176
H -0.741 -0.529 2.692  0.183
H 0.315 -1.903 1.929  0.177
H 0.068 1.214 0.575  0.249
H -0.622 -1.382 -1.886  0.407
H -2.015 -1.861 -0.856  0.442

## Properties
Kohn-Sham gap (alpha / beta) = 7.989 / 7.980 eV
HOMO energy (alpha / beta) = -8.52 / -7.62 eV

=====

Model three:
ORCA calculation (ωB97M-V with the def2-TZVPD basis set) on the molecule C5H12N2O2.

Last column: natural (NBO) charge in e.
Geometry (Å):
C -1.890 1.348 0.248  0.539
C 0.466 0.523 0.459  -0.080
C -0.635 -1.765 0.540  -0.643
C 1.190 1.528 -0.434  -0.622
N -0.776 1.110 0.963  -0.606
C 0.305 -0.857 -0.265  0.391
N 1.637 -1.441 -0.289  -0.855
O -2.161 0.903 -0.845  -0.643
O -0.124 -0.719 -1.590  -0.756
H -0.964 -0.218 -1.584  0.503
H -0.663 1.660 1.798  0.398
H -2.597 2.004 0.796  0.116
H 1.078 0.310 1.341  0.218
H 2.029 -1.279 -1.212  0.375
H 1.583 -2.442 -0.159  0.364
H -0.217 -1.951 1.527  0.209
H -1.616 -1.309 0.641  0.220
H -0.749 -2.712 0.016  0.219
H 1.313 2.475 0.090  0.203
H 2.169 1.137 -0.692  0.224
H 0.624 1.694 -1.347  0.226

## Properties
Kohn-Sham gap = 10.130 eV
HOMO energy = -9.44 eV

=====

Model four:
ORCA calculation (ωB97M-V with the def2-TZVPD basis set) on the molecule C5H12N2O2.

Last column: natural (NBO) charge in e.
Geometry (Å):
C -1.788 0.384 -1.239  -0.629
C -0.605 0.710 -0.330  0.420
N 0.311 1.575 -1.053  -0.867
O -1.087 1.283 0.845  -0.758
H -0.186 2.378 -1.425  0.366
H 1.042 1.919 -0.438  0.361
H -2.485 -0.268 -0.726  0.219
H -2.308 1.309 -1.481  0.217
H -1.441 -0.082 -2.157  0.214
C -0.647 -1.642 0.752  -0.609
C 1.366 -0.204 0.890  0.687
N 2.608 -0.495 0.451  -0.801
C 0.220 -0.628 0.010  -0.343
O 1.194 0.439 1.924  -0.661
H -0.372 1.182 1.538  0.501
H 2.768 -0.968 -0.423  0.402
H 3.399 -0.172 0.985  0.405
H 0.591 -1.036 -0.931  0.214
H -1.204 -1.150 1.548  0.234
H -1.350 -2.113 0.069  0.214
H -0.026 -2.422 1.193  0.211

## Properties
Kohn-Sham gap = 10.235 eV
HOMO energy = -9.41 eV

=====

Energies relative to the most stable structure are model one 8.6; model two 179.8; model three 9.9; model four 0.0, reported in kcal/mol.

=====

Model one:
ORCA calculation (ωB97M-V with the def2-TZVPD basis set) on a cluster of 2 separate species, C3H5ClFNO in total.

Last column: natural (NBO) charge in e.
Geometry (Å):
C 1.470 0.327 0.966  0.506
C -0.220 1.346 -0.185  -0.185
C -0.931 -1.358 -1.133  0.055
N 0.171 0.736 0.929  -0.607
O 2.294 0.588 0.126  -0.577
F -2.238 -1.501 -0.708  -0.370
Cl 0.119 -1.868 0.074  0.037
H 1.629 -0.218 1.864  0.118
H 0.422 1.230 -1.008  0.210
H -1.146 1.963 -0.261  0.200
H -0.979 -1.779 -2.211  0.191
H -0.591 0.535 1.549  0.421

## Properties
Kohn-Sham gap (alpha / beta) = 7.154 / 8.952 eV
HOMO energy (alpha / beta) = -7.37 / -8.69 eV

=====

Model two:
ORCA calculation (ωB97M-V with the def2-TZVPD basis set) on the molecule C3H5ClFNO.

Last column: natural (NBO) charge in e.
Geometry (Å):
C 1.112 0.463 -1.497  0.192
C 0.440 0.708 -0.167  -0.119
C -1.577 -1.198 1.746  -0.122
H 1.251 -0.627 -1.581  0.191
H 1.205 0.593 0.597  0.206
H 0.055 1.719 -0.087  0.194
H -2.113 -1.839 1.032  0.183
H -1.667 -1.398 2.827  0.198
N -0.769 -0.303 1.416  -0.126
O -0.523 -0.304 0.037  -0.400
F 2.386 1.008 -1.455  -0.346
Cl 0.202 1.179 -2.866  -0.050

## Properties
Kohn-Sham gap = 11.356 eV
HOMO energy = -10.33 eV

=====

Energies relative to the most stable structure are model one 41.6; model two 0.0, reported in kcal/mol.

=====

Model one:
ORCA calculation (ωB97M-V with the def2-TZVPD basis set) on a cluster of 2 separate species, C3H8N2O in total.

Last column: natural (NBO) charge in e.
Geometry (Å):
C -0.431 1.937 0.571  -0.457
C 1.490 0.658 0.803  -0.058
N 0.536 0.983 0.038  -0.406
H -1.126 1.398 1.211  0.222
H -0.005 2.798 1.096  0.183
H -1.011 2.471 -0.188  0.207
H 1.908 -0.318 0.522  0.162
H 1.760 0.983 1.811  0.158
C -1.132 -1.968 -0.780  0.530
N 0.096 -1.591 -1.218  -0.835
O -2.054 -1.259 -0.461  -0.606
H -1.190 -3.072 -0.703  0.089
H 0.689 -2.368 -1.439  0.379
H 0.470 -0.651 -1.263  0.431

## Properties
Kohn-Sham gap = 10.578 eV
HOMO energy = -9.66 eV

=====

Model two:
ORCA calculation (ωB97M-V with the def2-TZVPD basis set) on the molecule C3H8N2O.

Last column: natural (NBO) charge in e.
Geometry (Å):
N 2.483 0.159 -0.135  -0.831
C 1.123 0.336 -0.658  -0.344
C 0.054 0.192 0.332  0.685
N -1.237 -0.076 -0.184  -0.716
C -2.227 -0.975 0.441  -0.420
O 0.289 0.688 1.507  -0.578
H 2.573 0.801 0.668  0.366
H 3.345 0.463 -0.778  0.363
H 1.163 -0.233 -1.525  0.212
H 1.148 1.353 -0.865  0.213
H -1.498 0.799 -0.851  0.410
H -1.787 -1.685 1.228  0.221
H -2.645 -1.561 -0.315  0.210
H -2.783 -0.262 1.135  0.209

## Properties
Kohn-Sham gap = 9.472 eV
HOMO energy = -9.04 eV

=====

Model three:
ORCA calculation (ωB97M-V with the def2-TZVPD basis set) on the molecule C3H8N2O.

Last column: natural (NBO) charge in e.
Geometry (Å):
C -0.739 0.498 -0.452  0.259
C -0.163 0.150 0.883  -0.116
C -0.157 -1.418 0.230  -0.210
N -0.200 -0.990 -1.137  -0.689
N 1.210 0.596 1.093  -0.839
O -0.150 1.509 -1.182  -0.707
H -0.503 1.425 -2.083  0.485
H 0.747 -0.845 -1.488  0.340
H -1.826 0.446 -0.532  0.171
H -0.828 0.258 1.740  0.200
H 1.270 1.490 1.575  0.365
H 1.697 0.745 0.208  0.366
H 0.725 -1.968 0.580  0.197
H -1.082 -1.897 0.564  0.177

## Properties
Kohn-Sham gap = 9.195 eV
HOMO energy = -8.38 eV

=====

Model four:
ORCA calculation (ωB97M-V with the def2-TZVPD basis set) on the molecule C3H8N2O.

Last column: natural (NBO) charge in e.
Geometry (Å):
C -0.683 0.465 -0.176  -0.036
C 1.646 -0.773 -0.006  -0.720
C 0.789 0.444 0.107  0.551
N -1.412 0.936 0.970  -0.894
N -1.303 -0.680 -0.777  -0.841
O 1.222 1.593 -0.127  -0.568
H -0.245 1.573 -0.761  0.280
H -1.008 0.860 1.897  0.389
H -2.347 1.243 0.740  0.394
H -0.837 -1.001 -1.615  0.362
H -1.424 -1.448 -0.122  0.362
H 1.148 -1.633 0.440  0.220
H 1.856 -1.011 -1.051  0.253
H 2.599 -0.568 0.481  0.247

## Properties
Kohn-Sham gap = 8.749 eV
HOMO energy = -8.33 eV

=====

Energies relative to the most stable structure are model one 0.0; model two 33.0; model three 25.9; model four 36.4, reported in kcal/mol.

=====

Model one:
ORCA calculation (ωB97M-V with the def2-TZVPD basis set) on the molecule C3H8N2O.

Last column: natural (NBO) charge in e.
Geometry (Å):
C -2.248 0.386 0.162  -0.416
N -0.803 0.452 0.084  -0.626
C -0.123 -0.673 -0.238  0.761
O -0.671 -1.727 -0.601  -0.716
N 1.222 -0.787 -0.229  -0.670
C 2.218 0.244 0.037  -0.417
H -2.689 1.294 -0.257  0.194
H -2.595 0.249 1.193  0.187
H -2.568 -0.478 -0.424  0.247
H -0.323 1.226 0.511  0.391
H 1.081 -1.780 -0.603  0.457
H 3.230 -0.166 0.005  0.223
H 2.179 1.080 -0.681  0.191
H 2.090 0.680 1.043  0.191

## Properties
Kohn-Sham gap = 10.002 eV
HOMO energy = -9.19 eV

=====

Model two:
ORCA calculation (ωB97M-V with the def2-TZVPD basis set) on the molecule C3H8N2O.

Last column: natural (NBO) charge in e.
Geometry (Å):
O -0.587 -2.544 -1.650  -0.507
C -0.518 -1.836 -0.696  0.460
C 0.380 -0.665 -0.452  -0.365
N -0.016 0.152 0.698  -0.623
C 0.371 1.606 0.456  -0.044
N 0.279 2.630 1.472  -0.868
H -1.240 -1.938 0.165  0.076
H 1.457 -1.008 -0.459  0.222
H 0.374 -0.236 -1.469  0.202
H -1.051 -0.049 0.782  0.348
H -0.028 1.793 -0.618  0.141
H 1.416 1.511 0.260  0.183
H 1.132 3.093 1.847  0.396
H -0.601 3.083 1.652  0.378

## Properties
Kohn-Sham gap = 10.006 eV
HOMO energy = -9.13 eV

=====

Energies relative to the most stable structure are model one 0.0; model two 34.1, reported in kcal/mol.